A | A 2-piece molecular cluster, C10H14ClN overall. Source: the OMol25 dataset; level of theory: ωB97M-V/def2-TZVPD.

The multiplicity is 1. The LUMO energy is -0.6 eV. The HOMO energy comes out at -7.8 eV.

Last column: Mulliken charge in e.
CARTESIAN COORDINATES (ANGSTROEM)
1 H -6.9666 -2.8536 0.1741  0.35
2 H -6.8377 -2.0107 1.7279  0.33
3 H -1.2445 -4.9524 2.1493  0.39
4 H 0.4996 -5.1817 2.4374  0.32
5 C -2.1985 -2.8100 0.7520  0.47
6 C -4.3976 -2.9022 -0.2653  -0.67
7 Cl 0.2556 -0.5658 2.1329  -0.69
8 H 2.0490 -4.2013 1.4251  0.28
9 H -0.3602 -3.8764 3.2751  0.36
10 H -0.3428 -2.2130 -0.2309  0.40
11 C -2.8029 -2.6945 2.0269  -0.21
12 C -6.4798 -2.8706 1.1516  -1.36
13 H 1.7237 -3.0732 0.0496  0.29
14 H -2.5404 -2.9035 -1.3773  0.41
15 C -4.1836 -2.7281 2.1435  -0.64
16 H -4.6512 -2.6545 3.1286  0.38
17 C -0.7791 -2.8450 0.5504  -0.44
18 C 1.5054 -3.3163 1.0910  -0.81
19 N 0.0772 -3.5671 1.2265  0.23
20 H -5.0352 -2.9765 -1.1505  0.28
21 C -4.9914 -2.8399 1.0042  1.02
22 C -0.2964 -4.4393 2.3334  -1.03
23 H 1.7662 -2.4450 1.7064  0.31
24 C -3.0227 -2.8638 -0.3989  -0.71
25 H -6.8146 -3.7695 1.6816  0.31
26 H -2.1655 -2.5290 2.8963  0.44

=====

B | One molecule with the formula C10H14ClN. Source: the OMol25 dataset; level of theory: ωB97M-V/def2-TZVPD.

The multiplicity is 1. The LUMO energy is 0.7 eV. The HOMO energy comes out at -8.3 eV.

Last column: Mulliken charge in e.
CARTESIAN COORDINATES (ANGSTROEM)
1 H 1.6004 -2.1874 -0.8622  0.29
2 C -0.6672 -0.7416 -3.0546  -0.41
3 H 1.6126 -0.0878 2.6485  0.44
4 C 0.1373 0.8587 -1.5238  -0.25
5 N -0.3835 0.0864 2.2665  -0.07
6 C 0.1723 -1.7581 -2.6098  -0.65
7 H 0.8696 -1.3191 1.4847  0.42
8 C -0.6145 0.5898 -2.5366  0.13
9 H 0.2448 -2.8046 -3.1600  0.27
10 H 2.0805 1.3393 0.3812  0.29
11 C -0.5815 1.4972 2.5488  -0.89
12 H 0.2693 1.8564 -1.0501  0.32
13 H -1.0959 -0.9371 -4.1113  0.25
14 H -0.8662 2.0494 1.6684  0.28
15 H 0.2830 1.9022 3.2065  0.33
16 H -1.2897 -1.3060 0.6694  0.20
17 H 2.4358 -0.3875 0.3175  0.48
18 C -1.5255 -0.2410 1.3239  -0.59
19 C 1.5890 0.2163 0.4017  -1.15
20 C 0.8825 -1.4431 -1.3110  -0.20
21 Cl -1.4077 1.6804 -3.7386  -0.23
22 C 0.8903 -0.2390 1.8240  -0.88
23 H -1.6255 0.7659 0.5706  0.16
24 H -2.4114 -0.5337 2.1488  0.31
25 H -1.4630 1.2480 3.2597  0.30
26 C 0.8642 -0.1038 -0.7623  0.86

=====

Bottom line: A, by a margin of 0.1471 hartree.

=====

A | An isolated ion of composition C11H18N and charge +1. Source: the OMol25 dataset; level of theory: ωB97M-V/def2-TZVPD.

The net charge is +1. The multiplicity is 1. The LUMO energy is -3.0 eV. The HOMO energy comes out at -14.0 eV.

Last column: Mulliken charge in e.
CARTESIAN COORDINATES (ANGSTROEM)
1 N 0.0329 0.0883 0.2114  1.31
2 C -2.5491 -0.4151 -0.1778  -1.54
3 H -0.4488 -0.8128 -2.3689  0.38
4 H -3.0803 -0.1788 0.7885  0.32
5 C 2.0346 -1.5929 -0.1146  -1.17
6 H 0.9462 -2.1598 -2.3993  0.27
7 H -0.5867 2.0067 1.8024  0.49
8 H -0.1701 -2.5021 0.7752  0.35
9 C 0.3866 -1.2642 -1.8602  -1.03
10 H 2.9538 -1.3569 -0.6548  0.42
11 H 2.5269 2.1386 -0.6098  0.33
12 C 1.7846 1.3620 -0.5748  -0.94
13 H 2.1846 -1.0653 0.8175  0.41
14 C -1.3990 0.5050 -0.5201  0.66
15 C -0.2815 -0.5059 1.5431  -0.20
16 H -0.6324 2.0567 -1.7647  0.27
17 C 0.8943 1.3039 0.3984  0.54
18 C -1.4819 1.3991 -1.4801  -0.93
19 H 2.1714 -2.7164 -0.0024  0.37
20 C 0.2787 2.3048 1.3758  -1.63
21 H -2.2405 -1.3154 0.1713  0.38
22 H 1.1170 2.6619 2.1405  0.31
23 H 0.0682 3.1718 0.8504  0.45
24 H -0.4823 0.0601 2.4367  0.37
25 C 0.7330 -0.9425 -0.6367  0.07
26 H -0.6794 -2.3160 2.5032  0.34
27 H -3.1672 -0.4452 -0.9805  0.55
28 H -2.3895 1.6788 -1.8873  0.41
29 C -0.3608 -1.8181 1.5643  -1.06
30 H 1.8367 0.6697 -1.3467  0.52

=====

B | An isolated ion of composition C11H18N and charge +1. Source: the OMol25 dataset; level of theory: ωB97M-V/def2-TZVPD.

The net charge is +1. The multiplicity is 1. The LUMO energy is -2.9 eV. The HOMO energy comes out at -13.5 eV.

Last column: Mulliken charge in e.
CARTESIAN COORDINATES (ANGSTROEM)
1 N -1.5719 -0.6759 1.2039  0.27
2 H 3.4808 1.4903 -2.0584  0.34
3 H -3.3429 -1.2381 0.0933  0.29
4 C 2.8247 0.6968 -1.6540  -1.08
5 H -3.4586 0.4329 0.8625  0.28
6 C -0.4127 0.0656 1.8248  -0.09
7 H -1.8275 -2.6925 0.5519  0.46
8 C -1.3042 -2.1292 1.2783  -1.06
9 H 1.5918 0.4355 -3.3273  0.46
10 C 0.3558 -0.1857 -1.9258  -0.88
11 H 0.6751 -1.1880 -1.9814  0.43
12 H -1.5892 -2.5051 2.2410  0.37
13 C -1.1095 1.4274 -0.4779  -0.55
14 C -2.8223 -0.3919 0.5170  -0.48
15 H -1.4587 1.5755 -1.4459  0.39
16 H -0.4500 -0.1803 -2.5686  0.50
17 H -0.4941 -0.8074 3.8285  0.28
18 C -0.2384 0.2355 3.3097  -1.28
19 C 1.4930 0.6888 -2.3261  -0.46
20 H 1.2205 1.8225 -2.2327  0.22
21 H -0.2879 -2.2797 1.0738  0.37
22 C -1.6432 0.0521 -0.1768  -0.11
23 C 0.4657 0.3187 0.7968  -0.47
24 H 0.7369 0.4750 3.5178  0.46
25 H -0.9918 1.0908 3.6696  0.26
26 H 2.7737 0.7218 -0.6187  0.25
27 H 1.3390 0.9657 0.8065  0.53
28 H 3.3181 -0.2622 -1.8932  0.30
29 H -0.9684 2.3505 0.1906  0.23
30 C -0.1883 0.2249 -0.5459  0.79

=====

Bottom line: A, by a margin of 0.0288 hartree.

=====

A | C17H22N5O5ScSe6 as an isolated structure. Source: the OMol25 dataset; level of theory: ωB97M-V/def2-TZVPD.

The net charge is -2. The multiplicity is 1. The LUMO energy is 4.1 eV. The HOMO energy comes out at -1.3 eV.

Last column: Mulliken charge in e.
CARTESIAN COORDINATES (ANGSTROEM)
1 C 1.8790 -0.1125 -2.8343  1.38
2 H 2.0704 2.5748 1.8050  0.44
3 C -0.5542 0.9331 -3.7795  1.09
4 C 0.3424 1.3949 3.9818  -0.67
5 H 1.9516 -0.9094 4.1196  0.48
6 Sc -1.4042 -0.5422 0.5626  0.36
7 H -3.8509 1.6935 -3.7217  0.40
8 H 3.9562 -0.6790 -2.9463  0.37
9 H -1.0503 -3.7599 0.9693  0.19
10 N -0.6953 -3.8399 0.0203  -0.84
11 N -3.2778 0.8834 1.8356  1.13
12 C 1.6845 -0.5441 3.1246  -1.86
13 C 2.8345 1.4708 3.9095  -1.16
14 C 0.7496 -0.1218 -1.9981  -0.62
15 O 2.9197 2.8806 4.0609  -0.61
16 O -2.5345 0.0548 2.4175  -0.54
17 C 1.5877 1.6002 1.7549  -1.34
18 O -3.1106 0.9333 0.5830  -0.45
19 H -3.5736 0.7379 -1.4701  0.54
20 Se -0.1390 1.9393 0.8771  -0.27
21 C -2.7228 0.8088 -2.1283  -0.41
22 H 2.5274 -0.7893 2.4697  0.45
23 H -1.8685 1.8153 -5.2409  0.37
24 O -4.0771 1.5818 2.4137  -0.69
25 H 0.5324 1.3428 -5.6024  0.36
26 C 3.0592 -1.2305 -1.0794  -1.07
27 C -2.8732 1.3560 -3.4086  -0.90
28 C 1.5726 0.9849 3.1689  2.23
29 H 3.7294 1.1483 3.3651  0.40
30 O 0.1580 2.8186 4.0011  -0.69
31 N 0.7670 -0.6424 -0.7545  1.14
32 H 3.9426 -1.6949 -0.6619  0.43
33 H 1.8127 -1.6644 0.6556  0.58
34 H 2.8579 0.9882 4.8976  0.41
35 Se -4.2597 -3.6067 -0.9262  -0.31
36 H -1.9849 -2.7417 -1.0665  -0.10
37 H 2.2089 0.9716 1.1113  0.34
38 Se -3.7309 -2.2830 0.9514  -0.40
39 Se -2.3350 -2.4430 -4.0035  -0.69
40 H -0.5456 0.9056 3.5858  0.03
41 H -1.2344 -4.5862 -0.4147  0.28
42 N -1.0623 -2.6168 -0.6452  0.42
43 C 1.7846 0.4369 -4.1505  -0.92
44 C 0.6156 0.9408 -4.5992  -0.89
45 H -0.4423 -2.5257 -1.4426  0.22
46 C 3.0635 -0.6745 -2.3306  -1.03
47 N -1.5774 0.3440 -1.6687  1.18
48 H 2.0002 3.1916 4.1485  0.48
49 Se 0.1393 -1.6456 2.5952  -0.42
50 C -0.5023 0.3915 -2.4884  -0.15
51 Se -4.3552 -2.2152 -2.8272  -0.21
52 H 0.4708 1.0804 5.0218  0.50
53 C 1.8796 -1.2020 -0.3240  -0.95
54 H -0.2121 3.0237 3.1215  0.37
55 C -1.7898 1.4194 -4.2349  -0.73
56 H 2.6666 0.4242 -4.7806  0.36

=====

B | C17H22N5O5ScSe6 as an isolated structure. Source: the OMol25 dataset; level of theory: ωB97M-V/def2-TZVPD.

The net charge is -2. The multiplicity is 1. The LUMO energy is 4.3 eV. The HOMO energy comes out at -1.2 eV.

Last column: Mulliken charge in e.
CARTESIAN COORDINATES (ANGSTROEM)
1 C 1.0530 0.7088 2.4650  -0.04
2 Se 1.5765 1.7194 -0.7321  -0.40
3 O -2.8241 -4.0419 1.5928  -0.73
4 C 0.5284 0.1912 -3.9712  -1.02
5 Se 2.2443 -2.2908 -1.3131  -0.75
6 Se 2.4362 -4.1888 0.0430  -0.20
7 H -1.2828 1.0962 -5.2896  0.48
8 H -1.1417 -0.7523 -4.0722  0.32
9 O -2.7086 -2.1560 2.5923  -0.57
10 C 0.0817 1.5077 -3.3109  1.99
11 H -2.9515 -0.0608 0.7284  0.47
12 H 4.8221 0.2261 2.3083  0.44
13 O -0.4859 -0.4391 -4.7234  -0.70
14 H -0.6580 3.4484 -3.9540  0.45
15 Se -1.5968 -0.4888 -1.7374  -0.25
16 C -0.3400 2.5052 -4.4154  -1.19
17 C -0.1249 2.4642 4.3349  -0.86
18 C 1.2215 2.3064 4.3128  -0.83
19 N -0.9077 -4.9408 -0.8790  -0.64
20 H -0.9665 1.9230 -1.4664  0.37
21 N -0.6117 -3.6324 -1.3864  0.05
22 C 1.8442 1.4284 3.3850  1.28
23 N -1.0957 0.2454 1.5413  1.12
24 O -1.5589 -2.5080 0.8237  -0.13
25 H -1.2788 -4.8278 0.0665  0.23
26 H 0.9242 -0.4847 -3.1979  0.10
27 C -3.0740 1.2683 2.4132  -1.11
28 Se 2.7321 -3.4096 2.2053  -0.32
29 Se 0.6688 -2.6880 2.8994  -0.46
30 C 3.7590 0.3922 2.3942  -1.05
31 H -1.6449 -5.3939 -1.4315  0.19
32 C -0.3714 0.8996 2.4695  -0.44
33 C 3.2346 1.2309 3.3427  -0.97
34 H 3.8761 1.7435 4.0460  0.36
35 C -0.9596 1.7724 3.4148  1.29
36 H -0.5918 3.1344 5.0437  0.36
37 H -1.4637 -3.1394 -1.6998  0.18
38 C 1.2899 2.1513 -2.6235  -1.51
39 H 1.1948 3.2407 -2.6584  0.38
40 C 2.8985 -0.2553 1.5055  -0.60
41 C -1.1173 1.3332 -2.3718  -1.17
42 H -2.8379 2.5885 4.0869  0.37
43 H 3.3106 -0.8730 0.7131  0.40
44 H 1.3418 0.3901 -4.6757  0.57
45 H 0.0033 -3.7457 -2.2001  0.21
46 H 0.5417 2.7218 -5.0446  0.36
47 H -4.1468 1.3703 2.3468  0.39
48 N -2.3826 -2.9153 1.7041  0.78
49 C -2.3534 1.9355 3.3709  -0.87
50 O -1.4021 2.0654 -5.2204  -0.60
51 Sc 0.0742 -1.4621 0.1634  1.03
52 C -2.3973 0.4373 1.5148  -0.41
53 H 1.8582 2.8537 4.9975  0.36
54 H 2.2150 1.8746 -3.1351  0.33
55 N 1.5800 -0.1394 1.5521  0.59
56 H -2.0352 1.6584 -2.8688  0.41

=====

Bottom line: A, by a margin of 0.0510 hartree.